No. 1
44
Properties=species:S:1:pos:R:3:forces:R:3 method="wB97M-V/def2-TZVPD" homo_lumo_gap_ev=5.649 total_charge=-1 e_homo_ev=-4.09
C 3.0776 0.9037 0.4697 -0.084 0.190 -0.127
C 2.6584 2.0812 0.0044 0.215 -0.498 0.349
C 1.6319 2.2621 -1.0853 0.033 -0.534 -0.012
N 0.8926 1.0798 -1.4942 -0.348 0.721 0.494
S -0.2576 0.6175 -0.5539 -0.028 -0.837 -0.572
C -0.8804 1.9932 0.4128 -0.035 -0.020 0.042
O 0.0990 -0.3964 0.4353 0.168 0.151 0.344
O -1.4068 0.1807 -1.3519 -0.209 0.151 -0.152
H 3.9884 0.8083 1.0473 -0.264 0.267 0.303
H 2.5237 -0.0054 0.2830 0.048 -0.063 -0.473
H 3.1153 2.9779 0.4179 0.267 0.163 -0.382
H 0.9936 3.1265 -0.8631 -0.080 0.089 0.117
H 2.2114 2.5720 -1.9594 0.053 0.117 -0.131
H -1.8207 1.6506 0.8277 -0.129 -0.132 0.042
H -1.0656 2.8452 -0.2313 0.000 0.161 -0.069
H -0.2045 2.2385 1.2251 0.198 0.078 -0.018
C 2.7385 -2.9361 6.2230 0.002 0.004 0.002
C 3.8113 -3.1376 5.3655 -0.079 0.042 0.068
C 4.2208 -2.1234 4.5152 0.153 -0.173 -0.037
C 3.5476 -0.9179 4.5424 -0.081 -0.143 0.062
C 2.4741 -0.7003 5.3831 -0.179 0.101 0.124
C 2.0689 -1.7203 6.2285 0.082 -0.086 -0.004
N 3.9903 0.1693 3.6548 -0.054 -0.027 -0.064
O 4.9207 -0.0595 2.9097 0.248 -0.080 0.120
O 3.4011 1.2226 3.7234 -0.010 0.194 0.114
H 2.4225 -3.7294 6.8879 -0.012 -0.010 -0.007
H 4.3303 -4.0861 5.3586 0.010 -0.010 -0.022
H 5.0522 -2.2733 3.8433 -0.015 0.117 -0.058
H 1.9578 0.2476 5.3806 0.062 0.043 -0.111
H 1.2299 -1.5655 6.8924 -0.021 0.016 -0.010
C -2.8705 0.4818 -4.0469 0.143 0.173 -0.089
C -3.2920 0.9857 -5.2724 -0.046 -0.116 0.116
C -4.4125 0.4620 -5.8970 0.068 0.180 -0.157
C -5.1003 -0.5654 -5.2766 0.096 0.036 0.087
C -4.6918 -1.0850 -4.0588 0.028 -0.064 0.131
C -3.5683 -0.5555 -3.4442 -0.063 -0.061 0.013
N -6.2992 -1.1100 -5.9228 0.085 0.024 0.022
O -6.6262 -0.6510 -7.0007 -0.045 0.056 -0.134
O -6.9075 -1.9912 -5.3492 -0.080 -0.118 0.070
H -1.9985 0.8889 -3.5494 -0.004 -0.110 0.105
H -2.7455 1.7927 -5.7414 0.004 0.005 -0.021
H -4.7425 0.8509 -6.8485 -0.101 -0.073 -0.001
H -5.2395 -1.8898 -3.5924 -0.085 -0.005 -0.084
H -3.2276 -0.9395 -2.4923 0.088 0.079 0.010

No. 2
19
Properties=species:S:1:pos:R:3:forces:R:3 method="wB97M-V/def2-TZVPD" homo_lumo_gap_ev=9.369 e_homo_ev=-8.56 de_lowest_kj_mol=144.7
C -2.6572 -2.5065 -0.7147 0.039 -1.476 -0.455
C -1.6621 -1.9688 -1.7515 2.562 -1.630 -0.178
S -0.7527 -0.3209 -1.2796 -0.464 -1.842 -0.548
H -2.7404 -3.6802 -0.6629 0.177 2.272 -0.605
H -2.2610 -2.2469 0.2465 -0.163 0.287 0.729
H -3.6546 -2.0791 -0.8825 0.270 -0.162 0.325
H -0.8421 -2.8025 -1.9922 -1.432 1.981 0.900
H -2.0587 -1.7866 -2.7246 -0.719 0.240 -0.460
C 0.8914 2.5568 1.9056 1.100 -0.211 -0.102
N 1.2984 1.9974 0.5543 -0.549 1.109 0.631
C 2.5319 1.2237 0.4816 0.393 -0.103 1.197
H -0.1896 2.8122 1.9627 0.894 0.145 -0.498
H 1.5525 3.3669 2.3624 -0.859 -0.537 -1.426
H 1.0359 1.7882 2.6357 -0.115 -0.911 0.780
H 0.3621 -0.7022 -1.9490 -0.281 0.327 0.263
H 0.5897 1.3244 0.3361 -0.729 0.013 -0.258
H 3.3180 1.7879 1.0363 -0.207 -0.423 -0.809
H 2.4339 0.2416 1.0092 0.143 0.440 -0.225
H 2.8046 0.9947 -0.5734 -0.060 0.481 0.739

No. 3
86
Properties=species:S:1:pos:R:3:forces:R:3 method="wB97M-V/def2-TZVPD" homo_lumo_gap_ev="5.510 / 4.882" e_homo_ev="-5.84 / -5.21" de_lowest_kj_mol=220.3
Ru -0.6502 0.1318 -0.1837 -0.734 1.208 0.068
N -0.4837 0.0717 1.8678 0.574 -0.178 0.620
C -0.0757 1.3841 2.4268 0.111 -0.041 0.087
C 1.1002 1.2234 3.3755 -0.011 -0.138 -0.109
C 0.8543 0.4213 4.6414 -0.071 0.043 -0.020
C 2.1152 0.2886 5.4797 0.195 -0.040 0.210
N 3.1587 -0.5206 4.8401 -0.174 -0.127 -0.210
C 4.0772 -0.0971 3.9754 0.060 0.480 0.183
N 4.9104 -0.9754 3.4162 0.060 -0.166 -0.150
N 4.2712 1.2075 3.7383 -0.058 -0.315 0.118
C 0.3302 2.3677 1.2866 -0.009 0.015 -0.177
O 1.2301 3.1725 1.5312 -0.066 0.043 0.095
O -0.3310 2.2455 0.2141 0.294 0.118 -0.180
H -1.3371 -0.2935 2.2704 -0.051 0.050 -0.049
H 0.2597 -0.6083 2.0048 -0.074 -0.039 0.156
H -0.9414 1.8286 2.9250 0.014 -0.008 0.032
H 1.4505 2.2281 3.6195 -0.039 0.047 0.011
H 1.8887 0.7530 2.7703 -0.055 0.010 0.052
H 0.4739 -0.5807 4.4148 -0.018 0.020 0.000
H 0.0999 0.9152 5.2604 -0.025 -0.018 -0.019
H 1.9020 -0.2016 6.4296 -0.008 0.039 0.007
H 2.5406 1.2642 5.7221 -0.006 0.002 -0.031
H 3.0008 -1.5168 4.8526 0.018 0.015 0.001
H 4.7444 -1.9582 3.5557 0.010 0.017 0.033
H 5.3402 -0.7389 2.5271 0.069 0.067 -0.021
H 3.4811 1.8305 3.7930 -0.068 0.034 0.072
H 4.9033 1.4237 2.9792 0.016 0.004 -0.027
N 1.3944 -0.2252 -0.2161 -0.005 -0.417 -0.102
C 2.3208 -1.0261 0.0514 0.311 -0.047 0.063
C 3.7239 -0.4740 0.2501 -0.120 0.029 0.135
C 3.8506 0.8856 0.5618 -0.038 -0.144 -0.096
C 5.1002 1.4658 0.7101 0.133 -0.041 -0.091
C 6.2606 0.7030 0.5625 -0.084 0.056 0.035
C 6.1468 -0.6405 0.2293 -0.036 -0.043 0.000
C 4.8891 -1.2182 0.0666 0.050 -0.010 -0.044
C 2.0817 -2.5003 0.2755 0.050 -0.003 -0.110
C 2.7951 -3.2418 1.2190 -0.042 0.019 0.085
C 2.4670 -4.5604 1.5076 -0.013 0.036 0.000
C 1.4102 -5.1696 0.8490 -0.042 -0.001 -0.023
C 0.6878 -4.4452 -0.0916 0.017 0.029 0.012
C 1.0192 -3.1286 -0.3732 0.069 -0.081 -0.115
H 2.9430 1.4746 0.6491 0.027 0.042 -0.016
H 5.1734 2.5274 0.9190 0.004 0.041 -0.003
H 7.2359 1.1597 0.6706 0.010 0.006 0.001
H 7.0365 -1.2393 0.0776 0.004 0.009 -0.024
H 4.8178 -2.2569 -0.2305 0.006 -0.019 0.025
H 3.6157 -2.7730 1.7481 0.043 -0.006 -0.031
H 3.0384 -5.1147 2.2430 0.005 0.006 0.003
H 1.1553 -6.1997 1.0618 -0.014 0.003 0.004
H -0.1418 -4.9063 -0.6122 0.011 -0.025 -0.017
H 0.4716 -2.5797 -1.1287 -0.073 0.089 0.052
C -2.3186 -0.0543 -0.3839 -0.594 -0.515 -0.381
Ge -3.2692 0.6205 -1.9751 0.567 -0.181 -0.296
C -2.6612 2.4279 -2.3742 -0.064 0.208 0.004
C -1.3391 2.6074 -2.7800 0.047 -0.042 -0.031
C -0.8373 3.8679 -3.0601 -0.020 0.014 0.008
C -1.6521 4.9838 -2.9289 0.014 -0.012 -0.006
C -2.9607 4.8297 -2.4998 0.006 0.007 0.008
C -3.4575 3.5621 -2.2230 -0.007 -0.012 0.047
C -5.1993 0.4623 -1.7846 -0.160 -0.077 0.260
C -6.1082 1.3170 -2.4065 0.019 -0.051 -0.112
C -7.4761 1.1020 -2.3029 -0.011 -0.008 0.002
C -7.9593 0.0216 -1.5799 -0.012 0.005 -0.009
C -7.0687 -0.8401 -0.9566 -0.002 -0.015 0.007
C -5.7030 -0.6167 -1.0564 0.015 0.061 0.076
C -2.7396 -0.5676 -3.4458 0.004 -0.096 -0.063
C -2.8252 -1.9489 -3.2542 0.002 0.009 0.028
C -2.3955 -2.8378 -4.2274 0.001 -0.005 -0.034
C -1.8645 -2.3595 -5.4187 0.014 -0.015 0.015
C -1.7858 -0.9924 -5.6320 -0.024 0.014 -0.006
C -2.2221 -0.1067 -4.6535 -0.046 0.060 -0.049
H -0.6726 1.7528 -2.8595 -0.028 -0.008 0.017
H 0.1965 3.9800 -3.3604 0.003 -0.001 -0.002
H -1.2615 5.9705 -3.1436 0.001 0.004 0.010
H -3.5952 5.6978 -2.3691 -0.006 -0.005 -0.003
H -4.4735 3.4723 -1.8603 -0.021 -0.021 -0.004
H -5.7569 2.1507 -3.0008 0.027 0.008 -0.013
H -8.1658 1.7786 -2.7922 0.002 -0.001 -0.009
H -9.0257 -0.1500 -1.5059 -0.003 0.007 0.010
H -7.4388 -1.6853 -0.3894 0.003 -0.003 0.000
H -5.0155 -1.2820 -0.5449 0.010 -0.002 -0.006
H -3.2268 -2.3404 -2.3254 0.016 0.010 0.020
H -2.4741 -3.9049 -4.0586 0.014 -0.002 0.009
H -1.5105 -3.0501 -6.1738 -0.029 -0.004 -0.013
H -1.3877 -0.6102 -6.5640 0.020 -0.002 0.006
H -2.1555 0.9589 -4.8422 0.015 0.001 0.021

No. 4
95
Properties=species:S:1:pos:R:3:forces:R:3 method="wB97M-V/def2-TZVPD" homo_lumo_gap_ev=7.316 e_homo_ev=-8.59 de_lowest_kj_mol=0.0
Co 0.4177 1.3167 -0.1346 0.297 0.368 -0.123
O 0.1202 2.0871 4.2479 0.010 0.034 -0.030
As 1.1275 0.9816 3.2305 -0.028 -0.042 -0.083
O 0.0520 3.9256 1.9783 -0.079 -0.164 -0.024
O 0.2333 1.4080 1.7276 -0.263 -0.142 0.106
C 2.5558 2.3383 3.0794 0.019 -0.021 0.012
C 2.6488 3.3810 3.9932 0.000 0.013 0.007
C 3.6618 4.3252 3.8828 -0.001 -0.006 -0.005
C 4.5963 4.2412 2.8612 0.001 0.001 0.001
C 4.5211 3.2070 1.9400 0.011 0.001 0.000
C 3.5063 2.2718 2.0640 0.005 -0.009 0.013
S 3.3807 0.9835 0.8629 0.012 0.031 0.137
O 2.3420 1.4703 -0.1116 -0.075 -0.179 -0.038
O 4.6422 0.8374 0.1946 0.001 0.019 -0.037
O 2.8746 -0.1831 1.5733 0.021 0.042 -0.078
H -0.7885 1.7644 4.2719 0.019 -0.012 0.024
H 1.9124 3.4629 4.7811 0.001 0.001 -0.003
H 3.7199 5.1330 4.6014 -0.002 -0.002 0.000
H 5.3856 4.9773 2.7819 0.000 -0.001 0.000
H 5.2405 3.1102 1.1380 -0.003 -0.003 0.000
N 1.4345 1.8216 -4.1088 -0.002 0.013 0.014
C 1.2591 0.9432 -3.1264 -0.005 -0.012 -0.010
N 0.7813 1.5809 -2.0793 0.078 0.014 0.034
C 0.7202 2.8787 -2.4850 0.057 0.003 0.011
N 1.1015 3.0693 -3.7216 -0.026 -0.004 -0.018
C 0.3936 3.8903 -1.4978 0.020 -0.041 0.006
C 0.2164 5.2111 -1.7858 0.024 0.031 0.012
N 0.0053 6.1105 -0.8023 0.003 -0.011 -0.023
C -0.0241 5.6549 0.4146 0.011 0.003 0.013
C 0.1357 4.2744 0.7340 0.005 -0.010 -0.016
N 0.3559 3.3927 -0.2366 -0.077 -0.085 -0.013
H 1.7901 1.6551 -5.0349 -0.003 -0.009 -0.002
H 1.4899 -0.1010 -3.2091 -0.041 0.042 -0.043
H 0.2559 5.5660 -2.8057 -0.001 0.000 0.002
H -0.1963 6.3409 1.2350 0.006 -0.005 0.005
H 0.0697 2.9008 2.0166 -0.010 0.049 0.023
F 0.3446 -5.6232 4.7868 -0.003 -0.003 -0.001
C 1.2198 -4.5984 4.8340 0.005 0.010 0.004
F 2.4468 -5.1368 4.9153 -0.003 0.000 0.002
F 0.9895 -3.9458 5.9855 -0.001 -0.002 0.000
C 1.0732 -3.6973 3.6404 0.020 -0.020 -0.006
C 1.8872 -3.8670 2.5333 -0.016 -0.014 0.002
C 1.7111 -3.0636 1.4172 0.021 0.066 0.014
C 0.7363 -2.0744 1.4102 0.087 -0.086 -0.057
C -0.0817 -1.9209 2.5267 0.008 0.024 0.028
C 0.0819 -2.7284 3.6367 0.003 0.049 -0.004
P 0.2930 -1.1158 -0.0910 0.005 0.007 0.048
C 1.3240 -1.7593 -1.4510 -0.143 -0.059 -0.099
C 0.7252 -2.1684 -2.6473 0.034 -0.027 0.028
C 1.5033 -2.5461 -3.7282 -0.006 -0.003 -0.006
C 2.8881 -2.4825 -3.6371 -0.022 0.001 -0.012
C 3.4938 -2.0459 -2.4707 0.041 0.004 0.025
C 2.7144 -1.6904 -1.3789 -0.036 0.071 0.068
C 3.7185 -2.8178 -4.8453 0.002 -0.044 0.010
F 3.1840 -3.8257 -5.5537 0.008 0.012 0.005
F 4.9697 -3.1672 -4.5228 -0.007 0.010 -0.005
F 3.8047 -1.7593 -5.6800 -0.002 0.026 -0.012
C -1.3359 -1.9696 -0.2632 -0.061 0.202 0.060
C -1.4667 -3.2282 -0.8498 0.023 -0.078 0.024
C -2.6898 -3.8745 -0.8618 0.018 -0.002 -0.002
C -3.7955 -3.2826 -0.2661 0.011 0.016 0.012
C -3.6629 -2.0704 0.3858 -0.010 -0.044 -0.011
C -2.4337 -1.4287 0.3969 -0.008 0.063 -0.027
C -5.1168 -3.9942 -0.3262 -0.019 0.002 -0.004
F -5.4744 -4.2553 -1.5996 0.001 0.003 0.002
F -6.1090 -3.2799 0.2252 0.005 -0.004 0.000
F -5.0742 -5.1785 0.3111 0.005 0.002 -0.002
H 2.6579 -4.6252 2.5369 0.000 0.000 -0.002
H 2.3459 -3.2256 0.5602 0.035 0.020 -0.033
H -0.8603 -1.1697 2.5330 -0.010 0.025 0.007
H -0.5524 -2.5943 4.5026 0.000 -0.002 -0.001
H -0.3489 -2.1405 -2.7547 0.033 0.005 -0.028
H 1.0326 -2.8712 -4.6468 0.003 0.004 0.000
H 4.5707 -1.9724 -2.4063 0.002 -0.004 0.007
H 3.1991 -1.3304 -0.4819 0.016 -0.047 0.018
H -0.6172 -3.7302 -1.2892 0.011 -0.001 0.018
H -2.7814 -4.8446 -1.3332 -0.002 0.001 0.002
H -4.5099 -1.6172 0.8829 0.003 0.003 0.002
H -2.3496 -0.4956 0.9334 0.011 -0.035 0.021
O -2.5316 3.5204 0.3328 0.082 0.005 0.001
S -2.6623 2.0943 0.4115 -0.009 0.089 0.010
O -2.7561 1.5012 1.7171 0.001 -0.022 -0.030
N -1.5024 1.3319 -0.5121 -0.071 -0.015 0.021
C -2.0381 0.7096 -1.6089 0.011 0.033 0.020
O -1.4054 0.0622 -2.4284 -0.051 -0.124 0.018
C -3.5219 0.8555 -1.6589 -0.002 -0.007 -0.005
C -4.3822 0.3054 -2.5920 0.007 -0.008 -0.007
C -5.7441 0.5029 -2.4122 -0.005 0.001 0.007
C -6.2263 1.2304 -1.3247 -0.002 0.003 0.003
C -5.3598 1.7804 -0.3885 -0.008 -0.006 -0.002
C -4.0102 1.5699 -0.5898 -0.004 -0.004 -0.006
H -3.9896 -0.2677 -3.4212 -0.001 0.002 0.001
H -6.4456 0.0822 -3.1204 -0.001 0.000 0.003
H -7.2932 1.3652 -1.2057 0.002 -0.001 -0.002
H -5.7250 2.3407 0.4615 0.004 0.002 -0.002

No. 5
23
Properties=species:S:1:pos:R:3:forces:R:3 method="wB97M-V/def2-TZVPD" homo_lumo_gap_ev=9.413 e_homo_ev=-9.07 de_lowest_kj_mol=206.5
C 1.5088 -0.6316 -0.6796 2.925 1.533 1.269
C 2.7869 -0.2720 -0.3733 -1.157 1.451 -0.581
C 3.2256 1.2268 -0.3824 -0.996 -0.493 -0.415
C 3.9121 -1.2190 -0.2015 0.584 -1.004 2.968
C -4.8295 1.1144 0.4747 0.293 -3.205 -0.561
C -2.8861 -1.2574 0.7995 2.573 0.730 -0.346
N -2.7906 0.9851 -1.5750 1.085 0.213 -0.579
Si -3.3655 0.1467 -0.3766 -1.452 1.082 2.976
H 0.7643 0.1237 -0.6584 -0.694 0.486 -0.376
H 3.1714 1.5867 -1.4120 0.181 -0.281 -0.275
H 2.4977 1.9443 0.0890 1.077 -0.852 0.336
H 4.2940 1.2759 -0.1270 -0.626 0.507 0.549
H 4.8918 -0.8720 -0.4682 0.277 0.388 -0.773
H 3.6878 -2.1450 -0.6428 -0.106 -1.246 -1.062
H 4.1521 -1.5887 0.8926 -0.957 1.149 -1.477
H -4.6478 1.9913 1.0073 0.931 1.417 0.780
H -5.5108 1.3424 -0.2855 -1.001 0.682 -1.440
H -5.4210 0.4532 1.1140 0.256 -0.106 0.241
H -3.0907 -2.2241 0.4790 -0.614 -1.826 -1.203
H -1.7985 -1.3511 1.0576 -0.434 0.511 -0.825
H -3.2557 -1.2745 1.7801 -1.354 0.814 1.330
H -1.8341 0.9465 -1.9072 -0.253 -0.314 -0.379
H 1.2440 -1.6319 -0.7728 -0.539 -1.636 -0.159

Number 1: F_max 1.01 eV Å⁻¹, energy -1634.20578 Eh. Number 2: F_max 3.04 eV Å⁻¹, energy -613.07391 Eh. Number 3: F_max 1.41 eV Å⁻¹, energy -4067.36412 Eh. Number 4: F_max 0.49 eV Å⁻¹, energy -8200.86707 Eh. Number 5: F_max 3.54 eV Å⁻¹, energy -581.76576 Eh.